Here is a 2-piece molecular cluster, C4H8 overall from OMol25. Energies are from ωB97M-V/def2-TZVPD.

ORCA input file:
```
! RIJCOSX wB97M-V def2-TZVPD def2/J DEFGRID3
* xyz 0 1
C 2.118 0.485 0.211
C 1.586 -0.568 -0.335
C -1.424 0.425 -0.272
C -0.901 -0.812 0.410
H 2.899 0.980 -0.243
H 1.724 0.733 1.144
H 1.804 -1.006 -1.285
H -2.456 0.215 -0.369
H -1.033 0.432 -1.214
H -1.363 1.404 0.209
H -1.059 -1.846 0.313
H -0.523 -0.714 1.368
*
```

* energy above the lowest of the compared OMol25 structures with the same formula, charge and spin: 471.8 kJ/mol
* E_HOMO (alpha / beta): -8.06 / -8.59 eV
* orbital gap (alpha / beta): 8.55 / 9.36 eV

Charges computed using Löwdin, reported in e: -0.107 0.004 -0.150 -0.011 0.020 0.024 0.017 0.052 0.028 0.084 0.032 0.006

---

Here is C4H4Br2S as an isolated structure from OMol25. Energies are from ωB97M-V/def2-TZVPD.

ORCA input file:
```
! RIJCOSX wB97M-V def2-TZVPD def2/J DEFGRID3
* xyz 0 3
C 0.191 0.222 0.231
C -0.476 0.522 1.415
C -0.266 -0.502 -0.819
C -2.787 0.082 0.075
S -2.148 0.582 1.646
Br -4.219 1.298 -0.400
Br -3.404 -1.762 0.054
H 1.142 0.738 0.132
H 0.073 0.923 2.254
H 0.246 -0.439 -1.767
H -1.016 -1.261 -0.741
*
```

* energy above the lowest of the compared OMol25 structures with the same formula, charge and spin: 27.6 kJ/mol
* E_HOMO (alpha / beta): -7.05 / -9.42 eV
* orbital gap (alpha / beta): 7.29 / 7.45 eV

Charges computed using Löwdin, reported in e: -0.267 -0.471 -0.022 -1.401 0.781 0.586 0.596 0.101 0.058 0.059 -0.020

---

Here is C32H33IIrN4O5P as an isolated structure from OMol25. Energies are from ωB97M-V/def2-TZVPD.

ORCA input file:
```
! RIJCOSX wB97M-V def2-TZVPD def2/J DEFGRID3
* xyz 3 2
Ir -0.425 1.058 -1.191
C 4.401 1.271 -1.457
O 3.506 2.338 -1.909
C 2.238 2.164 -1.798
O 1.700 1.170 -1.255
N 1.510 3.185 -2.277
N 0.140 2.986 -2.369
H 5.395 1.697 -1.513
H 4.310 0.421 -2.127
H 4.158 0.987 -0.438
H 1.956 3.957 -2.757
H -0.137 2.828 -3.341
H -0.359 3.807 -2.031
I -3.004 1.377 -1.174
C -3.856 1.038 0.693
C -5.235 1.002 0.554
C -6.055 0.940 1.672
C -5.466 0.946 2.922
C -4.063 0.986 3.071
C -3.542 1.051 4.379
C -2.184 1.105 4.603
C -1.330 1.031 3.510
C -1.801 0.943 2.198
P -0.372 0.769 1.084
C 0.595 -0.605 1.661
C 1.908 -0.747 1.196
C 2.646 -1.862 1.558
C 2.073 -2.847 2.348
C 0.749 -2.737 2.763
C 0.006 -1.623 2.424
C 0.473 2.324 1.381
C -0.267 3.473 1.034
C 0.309 4.731 1.146
C 1.618 4.848 1.597
C 2.357 3.714 1.928
C 1.790 2.452 1.833
C -3.191 0.987 1.938
H -5.692 1.047 -0.428
H -7.131 0.925 1.554
H -6.079 0.921 3.816
H -4.240 1.076 5.208
H -1.786 1.193 5.605
H -0.262 1.032 3.693
H 2.340 -0.003 0.543
H 3.668 -1.972 1.218
H 2.656 -3.712 2.640
H 0.299 -3.522 3.356
H -1.024 -1.542 2.743
H -1.297 3.377 0.700
H -0.262 5.615 0.890
H 2.059 5.830 1.715
H 3.378 3.816 2.271
H 2.364 1.584 2.128
C 2.888 -2.889 -1.568
C 2.112 -3.208 -2.838
C 0.624 -2.860 -2.767
C -0.095 -3.214 -4.091
C -1.596 -2.938 -4.122
C -0.042 -3.671 -1.663
O 0.158 -4.836 -1.505
N -0.980 -3.005 -0.822
C -1.078 -1.676 -0.687
O -1.774 -1.167 0.217
N -0.364 -0.894 -1.568
C 0.486 -1.358 -2.571
O 1.066 -0.557 -3.269
H 3.944 -3.113 -1.717
H 2.540 -3.496 -0.729
H 2.800 -1.832 -1.293
H 2.193 -4.275 -3.043
H 2.552 -2.692 -3.690
H 0.076 -4.275 -4.279
H 0.404 -2.682 -4.901
H -2.135 -3.531 -3.379
H -1.996 -3.205 -5.098
H -1.824 -1.880 -3.951
H -1.501 -3.584 -0.176
*
```

* energy above the lowest of the compared OMol25 structures with the same formula, charge and spin: 155.5 kJ/mol
* E_HOMO (alpha / beta): -17.04 / -17.04 eV
* orbital gap (alpha / beta): 7.36 / 4.49 eV

Charges computed using Löwdin, reported in e: 0.892 0.061 0.066 -0.532 -0.095 0.076 -0.003 0.116 0.112 0.090 0.195 0.138 0.119 1.374 -0.490 -0.102 0.038 0.095 -0.124 0.085 0.040 -0.022 -0.206 0.980 -0.336 -0.092 -0.054 -0.015 -0.026 -0.073 -0.365 -0.122 -0.048 -0.024 -0.025 -0.056 -0.166 0.109 0.147 0.151 0.150 0.144 0.133 0.070 0.125 0.131 0.127 0.113 0.078 0.123 0.129 0.128 0.110 -0.062 -0.153 -0.300 -0.142 -0.060 -0.364 0.183 0.245 -0.553 -0.116 -0.016 -0.427 0.094 0.096 0.077 0.055 0.137 0.132 0.139 0.134 0.082 0.092 0.072 0.183

---

Here is a 4-piece molecular cluster, C3H15NO3 overall from OMol25. Energies are from ωB97M-V/def2-TZVPD.

ORCA input file:
```
! RIJCOSX wB97M-V def2-TZVPD def2/J DEFGRID3
* xyz -1 2
C 1.695 1.783 -1.384
C 0.161 1.802 -1.035
N -0.430 0.611 -0.417
C -1.590 1.156 0.410
H 1.817 1.942 -2.429
H 2.143 0.879 -1.091
H 2.325 2.619 -0.903
H -0.447 2.080 -1.882
H 0.180 2.620 -0.345
H 0.248 0.215 0.231
H -1.910 0.421 1.130
H -1.429 2.111 0.917
H -2.457 1.270 -0.329
H 0.177 -2.275 -0.250
H 1.572 -2.680 0.027
O 0.907 -2.121 0.347
H 0.052 0.047 2.388
H 0.767 -1.168 2.589
O 0.419 -0.369 3.115
H -1.204 -2.043 -2.158
H -1.228 -1.297 -0.858
O -1.224 -2.193 -1.220
*
```

* energy above the lowest of the compared OMol25 structures with the same formula, charge and spin: 114.9 kJ/mol
* E_HOMO (alpha / beta): 1.08 / -6.31 eV
* orbital gap (alpha / beta): 2.76 / 10.04 eV

Charges computed using Löwdin, reported in e: -0.169 -0.360 -0.125 -0.215 0.027 0.023 0.081 0.081 0.067 0.050 0.041 0.057 0.070 -0.053 -0.028 -0.155 -0.073 0.051 -0.110 -0.033 -0.018 -0.208

---

Here is C18H40Br6O14S4 as an isolated structure from OMol25. Energies are from ωB97M-V/def2-TZVPD.

ORCA input file:
```
! RIJCOSX wB97M-V def2-TZVPD def2/J DEFGRID3
* xyz 0 1
O -22.535 -3.267 -1.969
C -23.532 -3.056 -2.603
O -23.560 -3.205 -3.948
C -24.862 -2.898 -4.469
C -25.486 -2.004 -3.383
C -24.919 -2.638 -2.140
H -25.409 -3.832 -4.650
H -24.840 -2.426 -5.445
H -26.567 -1.940 -3.478
H -25.042 -1.025 -3.566
H -25.402 -3.622 -2.021
H -24.896 -2.063 -1.228
O -20.918 -0.619 -8.864
S -22.182 -1.274 -8.904
O -23.220 -0.813 -9.759
O -21.935 -2.818 -9.202
C -21.331 -3.111 -10.472
C -21.710 -4.468 -10.983
C -22.803 -1.454 -7.278
H -20.247 -2.981 -10.398
H -21.599 -2.361 -11.226
H -22.788 -4.614 -10.979
H -21.252 -5.269 -10.401
H -21.318 -4.529 -11.998
H -23.580 -2.211 -7.301
H -23.118 -0.459 -6.978
H -21.988 -1.833 -6.665
O -19.206 -2.975 0.503
S -18.817 -2.778 -0.845
O -18.828 -1.491 -1.454
O -17.327 -3.363 -0.929
C -16.523 -2.957 -2.034
C -15.708 -1.713 -1.783
C -19.658 -3.960 -1.857
H -17.069 -2.925 -2.986
H -15.871 -3.809 -2.270
H -14.952 -1.893 -1.022
H -16.380 -0.902 -1.509
H -15.214 -1.405 -2.706
H -19.516 -4.916 -1.361
H -19.129 -3.975 -2.809
H -20.706 -3.699 -1.996
O -22.754 2.022 -2.391
S -22.310 0.673 -2.413
O -23.199 -0.382 -2.776
O -21.076 0.631 -3.407
C -20.742 -0.670 -3.941
C -19.450 -0.574 -4.716
C -21.537 0.268 -0.891
H -21.565 -0.958 -4.600
H -20.706 -1.444 -3.172
H -18.702 -0.087 -4.082
H -19.559 0.120 -5.551
H -19.125 -1.555 -5.046
H -22.277 0.542 -0.141
H -20.644 0.876 -0.811
H -21.369 -0.802 -0.872
O -24.088 -10.148 -4.416
S -23.080 -9.647 -3.543
O -21.726 -9.566 -3.930
O -23.463 -8.170 -3.108
C -24.847 -7.872 -2.862
C -25.263 -6.674 -3.637
C -23.148 -10.489 -1.999
H -24.974 -7.711 -1.789
H -25.509 -8.698 -3.126
H -26.257 -6.307 -3.349
H -25.309 -6.827 -4.717
H -24.691 -5.752 -3.482
H -24.136 -10.362 -1.564
H -22.349 -10.094 -1.379
H -22.938 -11.545 -2.157
C -25.081 2.521 -0.072
Br -25.107 0.605 -0.074
Br -24.071 3.203 1.406
Br -26.882 3.230 -0.045
H -24.622 2.860 -0.989
C -26.663 -3.728 -8.934
Br -25.174 -4.928 -9.063
Br -26.499 -2.622 -7.372
Br -28.323 -4.701 -8.908
H -26.679 -3.088 -9.802
*
```

* energy above the lowest of the compared OMol25 structures with the same formula, charge and spin: 0.0 kJ/mol
* E_HOMO: -10.27 eV
* orbital gap: 10.01 eV

Charges computed using Löwdin, reported in e: 0.092 -0.485 0.023 -0.197 -0.145 -0.075 0.105 0.013 0.123 0.097 0.136 0.080 -0.265 0.543 -0.267 -0.268 -0.280 -0.071 -0.127 0.124 0.120 0.042 0.083 0.085 0.019 0.092 0.069 -0.253 0.568 -0.281 -0.243 -0.295 -0.064 -0.104 0.109 0.125 0.082 0.070 0.083 0.081 0.069 0.027 -0.263 0.547 -0.296 -0.226 -0.265 -0.049 -0.106 0.095 0.091 0.082 0.083 0.082 0.025 0.087 0.061 -0.269 0.543 -0.256 -0.240 -0.276 -0.072 -0.122 0.126 0.116 0.090 0.092 0.061 0.070 0.076 0.077 -1.625 0.658 0.593 0.570 -0.043 -1.615 0.621 0.674 0.582 -0.020

---

Here is C19H18NOPbS as an isolated structure from OMol25. Energies are from ωB97M-V/def2-TZVPD.

ORCA input file:
```
! RIJCOSX wB97M-V def2-TZVPD def2/J DEFGRID3
* xyz -1 1
C 0.518 -2.175 3.729
C -0.796 -2.420 3.262
C -0.743 -2.570 1.849
H -1.678 -2.543 3.890
C 0.648 -2.420 1.444
C 1.397 -2.104 2.619
H 2.482 -2.000 2.657
H 0.851 -2.039 4.755
H -1.589 -2.845 1.206
H 1.033 -2.636 0.444
C -0.904 2.545 2.460
C -0.563 2.276 3.829
C 0.824 2.020 3.884
H -1.245 2.416 4.670
C 1.353 2.107 2.572
C 0.289 2.518 1.695
H 0.388 2.849 0.672
H -1.915 2.773 2.124
H 1.406 1.748 4.756
H 2.403 2.015 2.287
Pb -0.261 -0.001 0.761
O -0.393 -0.118 -1.378
C -1.370 -0.848 -2.174
C -0.191 -1.080 -3.080
H -1.782 -1.737 -1.671
H -2.177 -0.236 -2.610
H 0.438 -1.928 -2.801
H 0.897 -1.919 -5.241
C 0.608 -0.871 -5.328
C 0.086 -0.242 -4.180
C -0.292 1.131 -4.269
H -0.678 1.630 -3.379
C -0.133 1.804 -5.462
H -0.415 2.847 -5.521
C 0.356 1.155 -6.599
H 0.454 1.690 -7.538
C 0.731 -0.186 -6.516
H 1.096 -0.707 -7.393
S -1.064 -0.068 5.220
C -0.310 0.047 6.638
N 0.241 0.121 7.716
*
```

* energy above the lowest of the compared OMol25 structures with the same formula, charge and spin: 0.0 kJ/mol
* E_HOMO (alpha / beta): -4.31 / -3.74 eV
* orbital gap (alpha / beta): 6.31 / 4.42 eV

Charges computed using Löwdin, reported in e: -0.206 -0.220 -0.292 0.070 -0.359 -0.179 0.086 0.071 0.074 0.074 -0.227 -0.225 -0.155 0.061 -0.182 -0.339 0.077 0.082 0.091 0.085 1.565 -0.537 -0.264 -0.083 0.098 0.107 0.114 0.108 -0.063 -0.246 -0.037 0.107 -0.110 0.093 -0.119 0.087 -0.115 0.093 0.728 -0.901 -0.011

---

Here is a 2-piece molecular cluster, C7H12N2S overall from OMol25. Energies are from ωB97M-V/def2-TZVPD.

ORCA input file:
```
! RIJCOSX wB97M-V def2-TZVPD def2/J DEFGRID3
* xyz 0 1
C 0.422 3.289 0.179
C 0.754 2.019 0.725
C -0.713 1.790 -0.891
C 1.149 -1.289 0.635
C -1.048 -0.926 1.861
C -0.217 -1.657 -2.366
C -0.333 -1.033 0.479
N -0.482 3.088 -0.842
N -0.024 1.123 0.017
S -1.195 -1.695 -0.854
H 1.032 4.243 0.217
H 1.113 1.862 1.749
H -1.157 1.337 -1.754
H 1.750 -0.599 0.010
H 1.461 -2.256 0.402
H 1.366 -1.080 1.823
H -0.891 0.037 2.418
H -2.136 -1.307 1.693
H -0.677 -1.833 2.378
H 0.617 -2.222 -2.131
H 0.058 -0.639 -2.753
H -0.848 -2.251 -2.993
*
```

* energy above the lowest of the compared OMol25 structures with the same formula, charge and spin: 365.3 kJ/mol
* E_HOMO: -7.68 eV
* orbital gap: 7.26 eV

Charges computed using Löwdin, reported in e: -0.188 -0.170 -0.313 -0.120 -0.101 -0.335 -0.609 0.003 -0.031 0.937 0.098 0.086 0.088 0.085 0.046 0.142 0.103 0.096 0.079 0.001 0.076 0.027

---

Here is a 8-piece molecular cluster, C56H82F21N2O17 overall from OMol25. Energies are from ωB97M-V/def2-TZVPD.

ORCA input file:
```
! RIJCOSX wB97M-V def2-TZVPD def2/J DEFGRID3
* xyz 1 1
C 6.497 2.097 2.637
C 5.879 0.961 3.484
C 5.119 -0.040 2.605
C 3.643 0.354 2.357
C 3.495 1.038 0.984
N 2.214 0.750 0.344
C 1.957 0.496 -0.891
C 2.949 0.450 -1.997
C 3.952 1.612 -2.093
N 3.389 2.922 -1.746
C 4.408 3.878 -1.238
C 3.922 4.697 -0.023
C 2.625 3.426 -2.807
C 2.045 4.820 -2.659
O 2.433 2.781 -3.807
C 0.467 0.170 -1.048
C 0.473 -1.384 -0.873
C -0.885 -2.061 -0.588
C -0.862 -2.832 0.760
C -2.186 -2.799 1.541
O -3.339 -2.762 0.732
C -0.063 1.071 0.085
C -0.049 2.534 -0.371
C -0.712 2.775 -1.737
C -1.430 0.769 0.715
O -2.508 0.845 -0.198
C -3.511 1.727 0.142
C -3.946 2.649 -0.797
C -4.956 3.538 -0.470
C -5.552 3.535 0.780
C -5.135 2.587 1.708
C -4.127 1.699 1.386
C 0.984 0.746 1.158
H 7.506 2.337 2.952
H 6.537 1.768 1.620
H 5.852 2.972 2.671
H 6.663 0.401 3.989
H 5.225 1.356 4.256
H 5.110 -0.999 3.119
H 5.614 -0.200 1.649
H 3.057 -0.561 2.394
H 3.314 1.035 3.136
H 3.591 2.114 1.106
H 4.274 0.627 0.356
H 3.547 -0.450 -1.811
H 2.449 0.263 -2.938
H 4.775 1.423 -1.414
H 4.386 1.614 -3.091
H 5.325 3.360 -0.977
H 4.647 4.577 -2.038
H 2.852 4.563 0.110
H 4.065 5.756 -0.223
H 4.429 4.428 0.894
H 1.187 4.869 -3.318
H 1.700 4.992 -1.645
H 2.796 5.550 -2.945
H 0.184 0.396 -2.070
H 0.833 -1.769 -1.826
H 1.230 -1.656 -0.139
H -1.728 -1.382 -0.662
H -1.028 -2.808 -1.365
H -0.106 -2.378 1.402
H -0.539 -3.850 0.555
H -2.203 -3.684 2.185
H -2.152 -1.958 2.227
H -3.234 -3.475 0.099
H -0.524 3.162 0.381
H 0.986 2.873 -0.444
H -1.301 3.686 -1.716
H 0.030 2.845 -2.528
H -1.390 1.977 -2.021
H -1.426 -0.228 1.157
H -1.556 1.463 1.547
H -3.528 2.689 -1.790
H -5.297 4.256 -1.200
H -6.323 4.239 1.046
H -5.618 2.556 2.671
H -3.792 0.972 2.115
H 0.995 1.587 1.853
H 0.824 -0.168 1.716
C -6.550 -0.243 3.668
C -7.640 -0.878 4.500
O -7.849 -0.141 5.722
C -8.632 0.924 5.633
O -9.173 1.336 4.651
C -8.790 1.566 7.023
F -7.617 1.627 7.663
F -9.634 0.841 7.764
F -9.273 2.797 6.915
H -5.632 -0.143 4.248
H -6.342 -0.840 2.783
H -6.846 0.755 3.348
H -7.359 -1.879 4.811
H -8.573 -0.954 3.944
C -2.623 -2.861 8.357
C -2.312 -3.938 7.341
O -3.363 -4.039 6.355
C -3.308 -3.189 5.349
O -2.484 -2.343 5.156
C -4.472 -3.462 4.382
F -5.619 -3.677 5.034
F -4.227 -4.550 3.641
F -4.661 -2.443 3.548
H -3.594 -3.042 8.818
H -1.862 -2.851 9.136
H -2.655 -1.877 7.890
H -2.269 -4.915 7.815
H -1.358 -3.763 6.847
C 7.289 2.288 -4.219
C 8.672 2.690 -3.755
O 8.764 2.639 -2.315
C 9.008 1.448 -1.792
O 9.161 0.420 -2.377
C 9.089 1.570 -0.259
F 8.104 2.350 0.216
F 10.253 2.106 0.107
F 8.976 0.376 0.315
H 6.534 2.915 -3.737
H 7.198 2.399 -5.299
H 7.086 1.268 -3.954
H 8.893 3.721 -4.023
H 9.441 2.060 -4.201
C -7.557 -7.168 -1.524
C -7.079 -5.937 -2.260
O -5.699 -5.644 -1.948
C -4.790 -6.303 -2.644
O -4.974 -7.107 -3.506
C -3.388 -5.841 -2.211
F -3.292 -5.736 -0.877
F -3.111 -4.633 -2.730
F -2.453 -6.683 -2.626
H -7.402 -7.054 -0.451
H -8.617 -7.328 -1.711
H -7.010 -8.055 -1.844
H -7.645 -5.064 -1.943
H -7.206 -6.039 -3.337
C -6.369 -4.708 -8.161
C -6.507 -4.325 -6.704
O -7.556 -3.358 -6.510
C -8.783 -3.848 -6.404
O -9.101 -4.998 -6.448
C -9.778 -2.701 -6.156
F -9.527 -1.659 -6.952
F -9.679 -2.290 -4.884
F -11.021 -3.107 -6.371
H -6.214 -3.819 -8.773
H -5.523 -5.380 -8.295
H -7.269 -5.205 -8.522
H -5.595 -3.846 -6.353
H -6.682 -5.199 -6.077
C 1.922 -2.440 -7.230
C 2.910 -3.378 -6.572
O 4.222 -2.777 -6.495
C 4.442 -1.969 -5.481
O 3.675 -1.672 -4.609
C 5.892 -1.457 -5.528
F 6.250 -1.102 -6.761
F 6.728 -2.406 -5.107
F 6.037 -0.389 -4.734
H 2.285 -2.133 -8.210
H 0.960 -2.936 -7.352
H 1.776 -1.540 -6.633
H 3.042 -4.279 -7.165
H 2.583 -3.678 -5.577
C 7.764 6.490 7.295
C 7.678 5.364 6.289
O 6.431 5.411 5.560
C 6.396 6.235 4.525
O 7.274 6.938 4.128
C 5.024 6.134 3.837
F 4.023 6.108 4.718
F 4.960 4.999 3.111
F 4.825 7.154 3.014
H 6.904 6.468 7.965
H 8.672 6.394 7.887
H 7.774 7.460 6.799
H 7.682 4.398 6.788
H 8.514 5.383 5.591
*
```

* E_HOMO: -10.76 eV
* orbital gap: 8.27 eV

Atom charges from the Löwdin analysis, given in e for atoms 1 to 99: -0.081 -0.224 -0.198 -0.145 -0.089 0.023 -0.115 -0.048 -0.149 -0.053 -0.181 -0.059 -0.504 0.018 0.094 -0.119 -0.101 -0.157 -0.160 -0.275 -0.043 -0.343 -0.137 -0.061 -0.133 -0.039 -0.266 -0.014 -0.075 -0.077 -0.074 -0.016 -0.028 0.079 0.032 0.049 0.104 0.103 0.109 0.104 0.111 0.115 0.130 0.109 0.148 0.118 0.101 0.121 0.109 0.113 0.060 0.083 0.041 0.089 0.072 0.095 0.153 0.122 0.113 0.101 0.106 0.094 0.114 0.109 0.100 0.068 0.129 0.091 0.084 0.059 0.070 0.109 0.141 0.106 0.107 0.105 0.096 0.117 0.157 0.135 -0.068 -0.181 0.038 -0.402 0.175 -0.555 0.165 0.173 0.178 0.083 0.083 0.063 0.110 0.130 -0.055 -0.188 0.043 -0.403 0.157